(1)
{
  "formula": "C5H12O2",
  "method": "wB97M-V/def2-TZVPD",
  "energy_ev": -9474.249,
  "homo_ev": -9.85,
  "largest_force_ev_per_a": 1.07,
  "smiles": "CC[C@@H](O)[C@@H](C)O",
  "elements": ["C", "C", "C", "O", "C", "C", "O", "H", "H", "H", "H", "H", "H", "H", "H", "H", "H", "H", "H"],
  "coordinates": [[2.339743, 0.201923, 1.386069], [0.903056, 0.624959, 1.081603], [0.343490, -0.063091, -0.170958], [0.284684, -1.465955, -0.019924], [-1.103939, 0.325262, -0.494413], [-1.549316, -0.121897, -1.879786], [-1.876364, -0.431369, 0.516896], [2.398928, -0.887095, 1.472836], [3.025162, 0.512848, 0.587711], [2.700007, 0.643755, 2.322738], [0.254776, 0.383454, 1.933545], [0.853561, 1.714212, 0.938139], [0.952384, 0.254682, -1.035204], [-0.612227, -1.524613, 0.400743], [-1.199491, 1.422626, -0.394460], [-1.295116, -1.178806, -2.005957], [-2.632924, 0.016399, -1.933277], [-1.117354, 0.436015, -2.721909], [-2.675018, -0.865534, 0.162640]],
  "atomic_forces_ev_per_a": [[0.0211, -0.0457, -0.0356], [-0.1067, 0.0385, -0.0178], [-0.1800, 0.2634, -0.0421], [0.2421, -0.0567, 0.1215], [-0.2361, -0.0067, 0.0714], [-0.1114, -0.0611, 0.0509], [-0.4324, 0.8978, -0.3772], [0.0081, 0.1472, 0.0029], [-0.1253, -0.0467, 0.0940], [-0.1044, -0.0752, -0.1751], [0.0553, 0.0246, -0.1260], [-0.0120, -0.1521, 0.0086], [0.0211, -0.5121, 0.1367], [0.8945, -0.5558, -0.1409], [-0.4745, -0.4932, 0.3461], [-0.1296, 0.1153, -0.0493], [0.0063, -0.1268, -0.1746], [0.0821, 0.0164, 0.4549], [0.5818, 0.6290, -0.1482]]
}

---

(2)
{
  "formula": "C26H42O21",
  "method": "wB97M-V/def2-TZVPD",
  "energy_ev": -70641.834,
  "homo_ev": -10.62,
  "largest_force_ev_per_a": 1.52,
  "smiles": "C[C@H]1COC(=O)O1.C[C@H]1COC(=O)O1.C[C@H]1COC(=O)O1.C[C@H]1COC(=O)O1.C[C@H]1COC(=O)O1.COC(=O)OC.COC(=O)OC",
  "elements": ["C", "C", "C", "O", "C", "O", "O", "H", "H", "H", "H", "H", "H", "C", "C", "C", "O", "C", "O", "O", "H", "H", "H", "H", "H", "H", "C", "C", "C", "O", "C", "O", "O", "H", "H", "H", "H", "H", "H", "C", "C", "C", "O", "C", "O", "O", "H", "H", "H", "H", "H", "H", "C", "C", "C", "O", "C", "O", "O", "H", "H", "H", "H", "H", "H", "C", "O", "C", "O", "O", "C", "H", "H", "H", "H", "H", "H", "C", "O", "C", "O", "O", "C", "H", "H", "H", "H", "H", "H"],
  "coordinates": [[-6.368960, 15.493943, -3.103083], [-5.216948, 16.360736, -2.603986], [-3.937370, 15.561203, -2.316092], [-3.000601, 16.017371, -3.283790], [-3.544420, 17.014911, -4.026524], [-2.984420, 17.564276, -4.911381], [-4.803446, 17.275511, -3.619728], [-6.143412, 15.054008, -4.072446], [-7.263322, 16.108980, -3.214363], [-6.582377, 14.749305, -2.335305], [-5.556319, 16.869519, -1.702484], [-4.033103, 14.477755, -2.440284], [-3.589426, 15.665399, -1.285265], [-2.421019, 10.455549, -3.121055], [-2.457374, 8.947752, -3.298403], [-1.670768, 8.420293, -4.497475], [-0.849816, 7.387780, -3.953292], [-0.830289, 7.488379, -2.599147], [-0.105537, 6.862178, -1.906031], [-1.742853, 8.382940, -2.171721], [-2.738120, 11.034341, -3.990381], [-1.397292, 10.796276, -2.940238], [-3.024404, 10.673186, -2.240676], [-3.485819, 8.600675, -3.196111], [-1.011110, 9.205978, -4.874592], [-2.298920, 8.075376, -5.313679], [0.609616, 14.592591, 2.518294], [1.483760, 14.066078, 3.643980], [0.688228, 13.577720, 4.886567], [0.769907, 12.169884, 4.837548], [1.525813, 11.776567, 3.777909], [1.660913, 10.656121, 3.423975], [2.105134, 12.846955, 3.194571], [1.052320, 14.340513, 1.558943], [0.463280, 15.668210, 2.628076], [-0.394847, 14.155147, 2.544252], [2.257708, 14.798413, 3.857454], [-0.359902, 13.863096, 4.751657], [1.023976, 14.046728, 5.809506], [2.526580, 13.553657, -3.149693], [2.621905, 13.414641, -1.645562], [3.851205, 12.657941, -1.135215], [4.340321, 13.471416, -0.069297], [3.586886, 14.575096, 0.049534], [3.642661, 15.324268, 0.969588], [2.770646, 14.703654, -1.022203], [2.734253, 12.602371, -3.630595], [3.264884, 14.298155, -3.464640], [1.573639, 13.996427, -3.439017], [1.735232, 12.935944, -1.226949], [4.644408, 12.542950, -1.874507], [3.562552, 11.678902, -0.757280], [-4.245179, 6.418873, 6.166324], [-3.229240, 6.523671, 5.047144], [-3.712220, 7.268483, 3.811546], [-2.553417, 7.965339, 3.370669], [-1.655247, 8.023140, 4.387036], [-0.642016, 8.629975, 4.348075], [-2.108235, 7.320348, 5.454486], [-4.491783, 7.437469, 6.467520], [-3.804338, 5.855252, 6.985492], [-5.147869, 5.913596, 5.829112], [-2.849445, 5.536487, 4.767209], [-4.519355, 7.976296, 4.030919], [-4.100316, 6.608074, 3.037015], [-3.678616, 10.244154, 6.806155], [-3.247206, 10.593066, 5.485891], [-3.983860, 11.530669, 4.872074], [-5.061464, 11.913128, 5.235119], [-3.401465, 12.014789, 3.769941], [-2.203923, 11.427622, 3.248388], [-3.440597, 11.058406, 7.489576], [-3.167738, 9.341267, 7.124446], [-4.754918, 10.071266, 6.814369], [-1.589858, 10.956745, 4.012862], [-1.594843, 12.184677, 2.764831], [-2.483070, 10.634293, 2.558061], [-1.145375, 13.438350, -0.610607], [-1.499536, 12.122838, -0.233966], [-0.531241, 11.201889, -0.169759], [0.545068, 11.276935, -0.703502], [-0.997049, 10.192542, 0.544581], [-0.122634, 9.087766, 0.782952], [-1.266106, 13.570502, -1.690131], [-0.108505, 13.663792, -0.362628], [-1.774695, 14.170862, -0.110425], [0.421723, 9.255055, 1.713944], [0.486050, 8.821912, -0.073079], [-0.733028, 8.213206, 1.017447]],
  "atomic_forces_ev_per_a": [[0.0014, 0.6420, 0.2103], [-0.2583, -0.9785, -0.0779], [-0.0218, -0.6885, 0.1906], [0.0449, 0.1823, 0.2295], [0.0346, -0.2295, 0.2600], [0.0726, 0.1644, -0.1834], [-0.1549, 0.2141, 0.2124], [0.0948, -0.2411, 0.0930], [0.0187, -0.0225, -0.0544], [0.0047, -0.2042, -0.1992], [0.1959, 0.4691, -0.1875], [-0.3378, 0.1176, -0.2624], [0.3053, 0.5420, -0.2051], [0.2490, 0.0349, 0.1168], [0.2649, 0.5260, 0.4834], [0.1038, 0.4513, 0.2225], [-0.2629, -0.0204, -0.1176], [-0.2414, 0.0860, -0.4756], [0.2164, -0.2143, 0.3913], [0.0576, -0.0895, -0.2252], [-0.4432, -0.2926, -0.0112], [0.0250, -0.2357, 0.1584], [0.0050, 0.4044, -0.1029], [0.0375, -0.2294, -0.3969], [-0.0242, -0.0220, -0.0705], [0.0621, -0.3549, 0.0715], [-0.5289, -0.0024, 0.2560], [-0.3076, -0.4153, -0.1786], [-0.4325, 1.1971, -0.8281], [0.1687, -0.2000, 0.1463], [0.1173, 0.5238, 0.1655], [0.0583, -0.3023, -0.0232], [-0.0247, -0.0061, 0.0168], [0.1827, 0.3289, -0.0344], [0.1708, 0.0167, -0.2187], [0.1197, -0.1670, 0.0391], [0.1821, -0.2213, 0.1692], [0.0165, -0.0909, 0.1477], [0.3097, -0.6020, 0.2131], [0.2820, 0.8890, 0.3977], [0.0607, -0.2852, -0.0885], [0.0490, -0.0657, -0.2508], [-0.0513, -0.3352, 0.2552], [0.0121, -0.1534, -0.2119], [0.0125, 0.3786, 0.0608], [-0.2784, 0.1151, 0.2699], [-0.2365, -0.0399, -0.1525], [0.1990, -0.2858, -0.0547], [-0.1619, -0.4231, -0.0772], [0.0787, 0.1773, -0.1676], [-0.0190, 0.0905, -0.0691], [0.1226, 0.0046, 0.1212], [0.5108, 0.2222, -0.2934], [-0.3258, -0.2140, -0.1075], [-0.5392, -0.0564, 0.0129], [0.0362, -0.1192, -0.1369], [-0.4072, 0.0848, 0.1257], [0.2669, 0.0758, -0.0104], [0.0858, -0.0373, -0.0574], [-0.1325, -0.1363, 0.2384], [-0.1486, 0.1062, 0.1750], [-0.0187, -0.0466, -0.0598], [0.0244, 0.0230, 0.0295], [0.2226, 0.1502, 0.1792], [0.3409, -0.0362, -0.1099], [-0.4412, 0.1334, 0.1278], [0.2537, -0.2518, 0.1241], [0.0135, 0.1096, -0.3902], [0.0857, 0.0400, 0.1448], [-0.0744, 0.1630, 0.2613], [0.3429, -0.9455, 0.2637], [-0.0442, -0.0057, 0.0058], [0.2651, 0.0247, -0.2936], [0.0237, 0.0780, 0.0121], [-0.0745, 0.1786, 0.1656], [-0.3657, 0.2214, -0.1792], [0.0644, 0.2146, -0.2406], [0.6070, 0.4504, -0.7702], [-0.4838, 0.1193, 0.5921], [-0.1668, -0.4323, 0.0497], [0.1278, 0.0968, 0.0187], [-0.1941, 0.1571, -0.2221], [-0.0063, -0.9945, 0.7876], [0.0251, -0.0557, 0.0383], [-0.0253, -0.0890, 0.0215], [-0.2267, -0.3463, 0.2194], [0.4074, 0.3355, -0.3572], [0.1912, 0.3601, -0.0302], [-0.3711, 0.2851, -0.3078]]
}

---

(3)
{
  "formula": "C2H4ClNO2",
  "method": "wB97M-V/def2-TZVPD",
  "energy_ev": -20242.194,
  "homo_ev": -9.46,
  "largest_force_ev_per_a": 3.22,
  "smiles": "C/C(=N\\O)OCl",
  "elements": ["C", "C", "N", "O", "O", "Cl", "H", "H", "H", "H"],
  "coordinates": [[-0.774041, -0.132216, -0.939203], [-0.145697, -0.033471, 0.408000], [1.071813, 0.194641, 0.646887], [1.853421, 0.589732, -0.436454], [-1.156830, -0.180445, 1.333491], [-1.073637, -0.237860, 3.037527], [-1.815338, -0.510051, -1.055870], [-0.504125, 0.791084, -1.285943], [-0.165032, -0.791826, -1.559800], [2.709465, 0.310412, -0.148634]],
  "atomic_forces_ev_per_a": [[0.0067, -2.4438, 0.1185], [-0.1120, -0.5625, 0.2349], [-0.6274, 0.2806, 1.8519], [-1.2499, -0.4438, -0.6979], [-0.3381, -0.3604, 0.0744], [0.8854, 0.1659, -0.8365], [0.7472, 0.9677, 0.5903], [-0.4382, 2.6806, -1.7367], [0.1780, -0.2111, 0.2037], [0.9483, -0.0730, 0.1975]]
}

---

(4)
{
  "formula": "C29H29IrN7Se",
  "method": "wB97M-V/def2-TZVPD",
  "charge": 3,
  "energy_ev": -109132.961,
  "homo_ev": [-16.78, -16.78],
  "largest_force_ev_per_a": 3.49,
  "elements": ["Ir", "C", "C", "C", "C", "C", "C", "N", "C", "C", "C", "C", "C", "N", "C", "C", "C", "C", "C", "C", "N", "H", "H", "H", "H", "H", "H", "H", "H", "H", "H", "H", "H", "H", "H", "H", "N", "C", "N", "C", "C", "C", "C", "C", "H", "H", "H", "H", "H", "H", "H", "H", "H", "H", "Se", "N", "C", "C", "C", "C", "C", "C", "N", "H", "H", "H", "H"],
  "coordinates": [[0.430300, 0.055800, -0.650700], [-0.567700, -2.916100, -2.160800], [-0.317700, -3.155600, -0.712400], [-0.303800, -4.467600, -0.230200], [-0.064400, -4.698600, 1.108300], [0.094200, -3.612500, 1.957100], [0.042500, -2.327000, 1.427900], [-0.113600, -2.124800, 0.105000], [0.115600, -1.125700, 2.273200], [0.128000, -1.171800, 3.668700], [0.174000, 0.016300, 4.378300], [0.168500, 1.217500, 3.692900], [0.120200, 1.202000, 2.297800], [0.121900, 0.045800, 1.626400], [0.076400, 2.423000, 1.484200], [-0.135500, 3.677500, 2.048600], [-0.138800, 4.796500, 1.228800], [0.076800, 4.631600, -0.122700], [0.265100, 3.345600, -0.636500], [0.478800, 3.178600, -2.100300], [0.249400, 2.278500, 0.156300], [-1.001300, -3.800200, -2.621800], [0.372500, -2.697500, -2.670200], [-1.248800, -2.081000, -2.300300], [-0.480400, -5.284000, -0.913700], [-0.024900, -5.705600, 1.492400], [0.253700, -3.776500, 3.008100], [0.090600, -2.107600, 4.199400], [0.197400, 0.003900, 5.458100], [0.204200, 2.144700, 4.239100], [-0.311900, 3.788600, 3.104200], [-0.303200, 5.779300, 1.646400], [0.097900, 5.475700, -0.792700], [1.055900, 4.009200, -2.498900], [-0.486400, 3.173400, -2.609800], [1.004600, 2.248900, -2.311900], [2.568600, -0.061100, -0.587600], [3.720300, -0.074100, -0.402100], [4.985300, -0.071000, -0.234500], [5.628000, 0.735400, 0.790200], [6.425800, -0.162900, 1.746600], [7.398700, -1.034100, 0.966800], [6.656200, -1.853800, -0.075900], [5.870600, -0.923700, -1.011000], [4.875700, 1.308800, 1.330200], [6.317300, 1.426300, 0.295800], [5.736100, -0.787500, 2.318500], [6.961800, 0.480500, 2.442800], [7.918800, -1.704700, 1.656800], [8.170400, -0.421300, 0.495400], [5.967700, -2.549700, 0.406800], [7.355000, -2.428500, -0.681500], [5.291200, -1.494700, -1.736400], [6.577800, -0.281600, -1.544200], [1.242800, -0.012400, -4.190300], [-0.023400, 0.091200, -2.892300], [-1.181700, 0.452400, -3.463700], [-2.433400, 0.581400, -2.830800], [-3.520800, 0.953100, -3.588500], [-3.402000, 1.232700, -4.964000], [-2.202100, 1.104700, -5.625700], [-1.077300, 0.686700, -4.885100], [0.134200, 0.480200, -5.384500], [-2.526500, 0.362000, -1.773700], [-4.495400, 1.015700, -3.127500], [-4.281000, 1.534200, -5.512500], [-2.097400, 1.299000, -6.682900]],
  "atomic_forces_ev_per_a": [[-0.8092, -0.0969, 3.3902], [0.0782, 0.0100, -0.0732], [-0.1035, -0.7909, -0.3616], [-0.0176, 0.2267, 0.2158], [-0.0620, 0.0643, -0.2246], [-0.0733, 0.5377, -0.3104], [0.2781, -0.4953, 0.5621], [0.5975, 1.3646, -1.3497], [0.0617, -0.3478, 0.4484], [-0.0706, 0.1787, -0.4574], [-0.0314, -0.0510, -0.1435], [-0.1046, -0.1012, -0.4344], [0.1056, 0.2808, 0.4659], [0.9492, -0.0524, -2.0324], [-0.0612, 0.5208, 0.5799], [0.0694, -0.5628, -0.3295], [0.0163, 0.0356, -0.2089], [-0.0456, -0.2551, 0.2782], [0.0564, 0.6952, -0.4439], [0.0465, -0.0714, -0.0582], [0.4276, -1.3854, -1.3429], [0.0139, 0.0146, -0.0077], [-0.0189, 0.0094, -0.0576], [-0.0540, 0.0171, -0.0454], [0.0049, -0.0194, -0.0484], [0.0139, -0.1068, 0.0675], [-0.0155, 0.0480, 0.1323], [0.0121, -0.1109, -0.0290], [0.0246, 0.0058, 0.0619], [-0.0235, 0.1015, -0.0194], [0.0079, -0.0486, 0.1156], [-0.0027, 0.0476, 0.0271], [0.0048, 0.0699, -0.0831], [0.0136, 0.0342, -0.0192], [-0.0202, -0.0403, -0.0803], [0.0105, 0.1232, -0.0228], [-1.9834, 0.2286, -0.0486], [-0.6985, 0.0215, -0.1498], [-0.6174, 0.0461, -0.1626], [0.6492, 0.4063, 1.1154], [-0.1175, 0.2811, -0.2842], [0.1405, -0.3319, 0.3517], [-0.1064, 0.3168, -0.3097], [0.8456, -1.0317, -0.4138], [-0.0319, 0.0442, -0.1047], [-0.1651, 0.0245, -0.0726], [-0.0173, -0.0026, 0.0608], [-0.0478, 0.0129, 0.0745], [-0.0220, 0.0959, -0.0915], [-0.0301, 0.0538, -0.0549], [-0.0149, -0.0797, 0.0022], [-0.0309, -0.0796, -0.0240], [-0.0342, 0.1161, -0.0054], [-0.1725, 0.0581, -0.0523], [0.3218, -0.1377, 0.8445], [1.0147, -0.0668, 1.6134], [0.1840, -0.0489, 0.2429], [-0.4046, 0.1604, 0.0385], [0.5823, -0.3155, 0.8385], [0.7661, 0.0351, -1.1258], [-1.1196, 0.1739, 0.1710], [0.8044, -0.2523, 0.4361], [-0.7003, 0.3478, -1.1143], [-0.1402, -0.0030, 0.0842], [-0.0481, 0.0587, 0.0746], [-0.0573, 0.0302, -0.0499], [-0.0274, -0.0117, -0.0457]]
}